1.
{"formula": "C5H17N2O4", "method": "wB97M-V/def2-TZVPD", "species": ["O", "C", "N", "C", "N", "C", "C", "C", "H", "H", "H", "H", "H", "H", "H", "H", "H", "H", "H", "H", "H", "O", "H", "H", "O", "H", "H", "O"], "positions_angstrom": [[-2.1185, 0.5332, 1.2796], [-0.8987, 0.6113, 1.4044], [-0.3638, 1.5320, 2.2752], [-0.1325, -0.2478, 0.3432], [-1.1284, -0.5363, -0.7799], [-0.9954, -1.9925, -1.1476], [-0.7006, -2.6669, 0.1435], [0.1098, -1.6559, 0.9444], [0.5596, 1.8396, 2.1070], [-1.0342, 1.9938, 2.8662], [0.8205, 0.1505, -0.0129], [-2.0632, -0.2529, -0.4059], [-1.1069, 0.1621, -1.6031], [-1.8831, -2.3120, -1.6516], [-0.2067, -2.0904, -1.8808], [-0.1917, -3.6935, 0.1476], [-1.5947, -3.0123, 0.7406], [-0.3699, -1.6901, 1.9932], [1.1881, -1.9122, 0.9558], [3.0751, 2.2132, 1.7179], [3.2937, 0.7665, 1.6521], [2.8053, 1.4688, 1.2008], [2.0189, 1.7969, -0.5045], [1.9882, 1.6690, -2.0470], [1.3966, 1.6572, -1.2564], [-1.0675, 1.5473, -3.4970], [-0.3532, 2.3951, -2.4185], [-1.0468, 1.7266, -2.5663]], "lumo_energy_ev": -2.70, "orbital_gap_ev": 10.9, "e_above_lowest_kcal_mol": 30.9, "total_charge": 1, "spin_multiplicity": 1}



2.
{"formula": "C5H17N3", "method": "wB97M-V/def2-TZVPD", "species": ["C", "C", "C", "N", "H", "H", "H", "H", "H", "H", "H", "H", "H", "C", "C", "N", "N", "H", "H", "H", "H", "H", "H", "H", "H"], "positions_angstrom": [[1.2042, -0.6305, -0.7073], [1.5307, -1.2471, 0.6426], [0.4585, -1.6051, -1.6037], [2.4143, -0.1510, -1.3435], [-0.7885, 0.5970, 0.7885], [3.2627, -0.5686, -0.9831], [2.4340, -0.2280, -2.3564], [2.0998, -2.1773, 0.5335], [-0.4536, -1.9465, -1.1174], [2.1522, -0.5753, 1.2376], [0.6178, -1.4919, 1.1839], [1.0688, -2.4830, -1.8487], [0.1732, -1.1087, -2.5329], [-1.8103, 1.1863, 1.5795], [-3.1729, 0.6231, 1.2390], [0.0598, 0.6836, -0.3616], [0.7356, 1.9131, -0.4630], [-0.6276, 0.5903, -1.0955], [0.7805, 2.3346, 0.4596], [1.6894, 1.8155, -0.8144], [-1.3923, 0.7236, 2.4743], [-1.8575, 2.2659, 1.7197], [-3.5938, 1.1291, 0.3656], [-3.9125, 0.7859, 2.0287], [-3.0729, -0.4347, 0.9747]], "lumo_energy_ev": 0.70, "orbital_gap_ev": 7.8, "e_above_lowest_kcal_mol": 70.5, "spin_multiplicity": 1}



3.
{"formula": "C5H17N3O", "method": "wB97M-V/def2-TZVPD", "species": ["C", "C", "C", "N", "N", "O", "H", "H", "H", "H", "H", "H", "H", "H", "H", "H", "C", "C", "N", "H", "H", "H", "H", "H", "H", "H"], "positions_angstrom": [[-1.5766, 0.8345, -0.2096], [-0.8955, -0.9920, 0.4169], [-2.7212, 1.0302, 0.7645], [-2.0358, 0.5866, -1.5176], [-1.4187, -1.9318, -0.5838], [-0.6471, 1.7792, -0.1205], [0.3779, 1.3752, -0.4780], [-2.4872, -0.3238, -1.5672], [-1.2787, 0.6162, -2.1884], [-0.6711, -2.4335, -1.0576], [-2.0464, -2.6273, -0.1908], [-1.4698, -1.0713, 1.3428], [0.1151, -1.2718, 0.7558], [-2.3272, 1.1513, 1.7704], [-3.4120, 0.1892, 0.7345], [-3.2546, 1.9412, 0.4845], [2.4345, 0.7076, 0.4268], [3.3697, -0.4883, 0.5707], [1.4743, 0.5719, -0.6787], [0.8664, -0.2669, -0.5379], [1.9373, 0.5259, -1.5803], [3.0012, 1.6287, 0.2764], [1.8435, 0.8375, 1.3359], [4.0406, -0.3459, 1.4187], [3.9798, -0.6179, -0.3264], [2.8014, -1.4046, 0.7389]], "lumo_energy_ev": 0.73, "orbital_gap_ev": 8.0, "e_above_lowest_kcal_mol": 53.1, "spin_multiplicity": 1}



4.
{"formula": "C5H17N3P", "method": "wB97M-V/def2-TZVPD", "species": ["C", "C", "C", "C", "C", "N", "N", "N", "P", "H", "H", "H", "H", "H", "H", "H", "H", "H", "H", "H", "H", "H", "H", "H", "H", "H"], "positions_angstrom": [[-1.3697, -1.9315, -1.0370], [-2.3991, -1.1511, 1.1188], [1.7118, 0.7207, 0.7776], [3.2593, 0.1043, -1.0599], [-1.8010, 2.0157, 0.3776], [-0.5996, 0.7198, -1.9503], [-1.6940, -0.8030, -0.1656], [2.9467, 0.8688, 0.1257], [-1.0300, 0.6818, -0.4983], [-2.2092, -2.0887, -1.6537], [-0.5206, -1.7352, -1.6018], [-1.1492, -2.8062, -0.4171], [-2.2193, -0.5216, 2.0193], [-3.4211, -1.0857, 0.8343], [-2.0814, -2.0559, 1.4636], [0.6306, 1.0834, 0.3710], [1.5296, -0.3192, 0.9141], [1.6434, 1.2277, 1.7268], [4.2887, 0.1859, -1.2986], [2.9055, -0.9303, -1.0545], [2.7794, 0.5964, -1.8649], [-2.5583, 2.7322, -0.1499], [-0.8972, 2.5670, 0.6429], [-2.3879, 1.8225, 1.2472], [3.0547, 1.8376, -0.1362], [-0.8578, 1.5658, -2.4502]], "lumo_energy_ev": -4.91, "orbital_gap_ev": 7.7, "e_above_lowest_kcal_mol": 67.5, "total_charge": 1, "spin_multiplicity": 1}



5.
{"formula": "C5H17NO2", "method": "wB97M-V/def2-TZVPD", "species": ["C", "C", "C", "N", "C", "C", "H", "H", "H", "H", "H", "H", "H", "H", "H", "H", "H", "H", "H", "H", "H", "O", "H", "H", "O"], "positions_angstrom": [[0.5805, 0.7833, -0.1153], [0.0826, -0.5119, 0.5339], [0.4391, 2.0371, 0.8549], [-0.7316, 2.8224, 0.5095], [-1.9163, 2.1992, 1.0342], [-0.6870, 4.1787, 0.9543], [0.0270, 1.0744, -0.9508], [1.6347, 0.6133, -0.2167], [0.2017, -0.5668, 1.6207], [-0.9727, -0.7143, 0.3275], [0.5978, -1.4079, 0.1726], [1.4091, 2.5160, 0.7568], [0.3185, 1.5891, 1.8462], [-1.8617, 2.0918, 2.1174], [-2.1214, 1.1860, 0.7104], [-2.8768, 2.6665, 0.8239], [-1.0081, 4.4599, 1.9745], [0.2893, 4.6627, 0.8472], [-1.3072, 4.9023, 0.3951], [3.2958, -4.2205, -0.9881], [2.8745, -4.3724, -2.3889], [3.6329, -4.5796, -1.8261], [-0.8652, -5.3518, -1.1070], [-2.2933, -4.7705, -1.0417], [-1.5738, -4.9736, -1.6457]], "lumo_energy_ev": [2.99, 2.94], "orbital_gap_ev": [2.1, 9.3], "e_above_lowest_kcal_mol": 37.4, "total_charge": -1, "spin_multiplicity": 2}



6.
{"formula": "C5H17NO2", "method": "wB97M-V/def2-TZVPD", "species": ["C", "C", "N", "C", "C", "C", "H", "H", "H", "H", "H", "H", "H", "H", "H", "H", "H", "H", "H", "H", "H", "O", "H", "H", "O"], "positions_angstrom": [[-0.6543, 0.6045, -2.3114], [-0.4601, 0.3009, -0.8314], [0.3635, 1.1620, -0.0528], [0.2477, 0.8695, 1.3817], [-1.0580, 1.2281, 2.0502], [1.7533, 1.1996, -0.4910], [-1.5313, 0.1136, -2.7412], [-0.6782, 1.6688, -2.5013], [0.1903, 0.1826, -2.8896], [-0.2306, -0.7663, -0.6494], [-1.5010, 0.3444, -0.4365], [1.0980, 1.4455, 1.8301], [0.5484, -0.2084, 1.4984], [-1.7523, 0.3728, 1.8474], [-1.5232, 2.1419, 1.7036], [-0.9283, 1.2658, 3.1261], [1.8891, 1.7553, -1.4284], [2.0583, 0.1614, -0.7417], [2.3648, 1.7334, 0.2393], [-1.5481, -3.5464, 0.0448], [-0.9308, -1.3224, 1.1649], [-1.1739, -2.6544, 0.0469], [1.8862, -3.1001, 0.0359], [0.2751, -2.6075, 0.0862], [1.2954, -2.3445, 0.0191]], "lumo_energy_ev": -1.96, "orbital_gap_ev": 6.5, "e_above_lowest_kcal_mol": 134.3, "spin_multiplicity": 1}



7.
{"formula": "C5H17NO2", "method": "wB97M-V/def2-TZVPD", "species": ["C", "C", "C", "C", "N", "C", "H", "H", "H", "H", "H", "H", "H", "H", "H", "H", "H", "H", "H", "H", "H", "O", "H", "H", "O"], "positions_angstrom": [[1.1163, -0.3144, -2.5292], [0.7898, -0.0431, -1.0757], [0.2329, 1.5248, -1.0436], [-1.0564, 1.7672, -0.2256], [-1.0810, 1.3704, 1.1595], [0.0836, 1.8610, 2.0426], [1.6855, -1.1678, -2.6309], [1.6127, 0.4395, -3.1671], [0.1962, -0.6380, -2.8797], [-0.0305, -0.6444, -0.8088], [1.6666, -0.1582, -0.4384], [0.9832, 2.1490, -0.5520], [0.1967, 1.8294, -2.0538], [-1.3586, 2.8451, -0.3219], [-1.9227, 1.1978, -0.6780], [-1.1977, 0.3383, 1.2748], [-0.1080, 2.8922, 2.4304], [0.0234, 1.1837, 2.9225], [0.8960, 1.7581, 1.3774], [0.1293, -3.0300, -0.8655], [-1.1112, -3.6463, -0.7918], [-0.2460, -3.8426, -1.2057], [0.2834, -0.5437, 2.0321], [-0.7933, -1.6049, 2.6588], [0.1733, -1.3531, 2.6262]], "lumo_energy_ev": 0.40, "orbital_gap_ev": 9.4, "smiles": "CCCCNC.O.O", "e_above_lowest_kcal_mol": 53.3, "spin_multiplicity": 1}



8.
{"formula": "C5H17NO2", "method": "wB97M-V/def2-TZVPD", "species": ["C", "C", "C", "N", "C", "C", "H", "H", "H", "H", "H", "H", "H", "H", "H", "H", "H", "H", "H", "H", "H", "O", "H", "H", "O"], "positions_angstrom": [[-0.7830, 2.0047, 0.1635], [0.2703, 1.9571, -1.0448], [-0.9973, 0.6236, 0.8518], [0.2610, 0.3229, 1.6026], [1.1716, -0.7629, 1.0292], [0.8177, -2.2028, 1.3288], [-0.6858, 2.8000, 0.9220], [-1.7174, 2.1427, -0.4491], [-0.1516, 1.2476, -1.6731], [1.3342, 1.7130, -0.7467], [0.2651, 2.9611, -1.5482], [-1.2352, -0.0709, 0.0108], [-1.8077, 0.6849, 1.5994], [-0.0548, -0.0600, 2.5099], [1.2166, -0.6175, -0.0120], [2.0927, -0.5121, 1.6614], [-0.1045, -2.4365, 0.7624], [1.6669, -2.8392, 0.9428], [0.7359, -2.3596, 2.4165], [-0.9578, -0.6544, -1.9393], [1.0021, -1.5485, -1.2089], [-0.0482, -1.0963, -1.5344], [-2.6043, 0.0787, -2.6968], [2.4202, -1.8804, -0.8785], [-2.1067, 0.5045, -2.0695]], "lumo_energy_ev": [-5.98, -7.81], "orbital_gap_ev": [8.0, 6.2], "e_above_lowest_kcal_mol": 222.9, "total_charge": 1, "spin_multiplicity": 2}



9.
{"formula": "C5H17NO2", "method": "wB97M-V/def2-TZVPD", "species": ["C", "C", "C", "C", "C", "N", "H", "H", "H", "H", "H", "H", "H", "H", "H", "H", "H", "H", "H", "H", "H", "O", "H", "H", "O"], "positions_angstrom": [[1.3874, 0.0436, -0.8257], [0.9289, -0.6638, 0.4953], [-0.3667, -1.4876, 0.3906], [-0.9082, -1.7794, 1.8015], [-0.1760, -2.7942, -0.3820], [0.3752, 0.9544, -1.2299], [2.3706, 0.5054, -0.7393], [1.5108, -0.7049, -1.5925], [0.9097, 0.0289, 1.3502], [1.7613, -1.3133, 0.7456], [-1.1285, -0.9142, -0.1348], [-0.5316, -2.7302, 2.1716], [-0.5561, -1.0493, 2.5426], [-1.9923, -1.7267, 1.8546], [-1.1665, -3.2583, -0.4785], [0.2058, -2.6911, -1.3958], [0.4997, -3.5112, 0.1018], [-0.4901, 0.5072, -1.5738], [0.0866, 1.5075, -0.4194], [0.7786, 4.1100, -1.4938], [0.7283, 5.4864, -2.1762], [1.3086, 4.7439, -1.9798], [-1.2858, 2.1823, 0.4470], [-2.5646, 2.0759, 1.2434], [-1.6852, 2.4786, 1.2774]], "lumo_energy_ev": [-3.76, -9.14], "orbital_gap_ev": [10.8, 5.4], "e_above_lowest_kcal_mol": 33.9, "total_charge": 1, "spin_multiplicity": 2}



10.
{"formula": "C5H17O6P", "method": "wB97M-V/def2-TZVPD", "species": ["C", "O", "H", "H", "H", "H", "C", "O", "H", "H", "H", "H", "C", "O", "P", "O", "O", "C", "O", "C", "H", "H", "H", "H", "H", "H", "H", "H", "H"], "positions_angstrom": [[-9.1051, 1.4070, -3.0936], [-8.3137, 0.2158, -3.3539], [-9.5917, 1.3841, -2.1185], [-8.4794, 2.2989, -3.1262], [-9.8755, 1.2835, -3.8547], [-7.3925, 0.3717, -3.1335], [-2.2210, 2.2435, -2.7824], [-2.9940, 1.0367, -2.2975], [-2.6399, 2.6451, -3.7051], [-2.2644, 3.0033, -2.0020], [-1.1517, 2.0535, -2.8748], [-2.3606, 0.6473, -1.6902], [3.7623, -3.6416, 2.5651], [4.0095, -2.7520, 1.5037], [3.5648, -1.1710, 1.4353], [2.1003, -0.8846, 1.4839], [4.4194, -0.4238, 2.6104], [3.9765, -0.4013, 4.0082], [4.3928, -0.6033, 0.0904], [4.3227, 0.7821, -0.2847], [2.8245, -3.5947, 3.1186], [4.5859, -3.4518, 3.2534], [3.9910, -4.6269, 2.1588], [4.1552, 0.4731, 4.6340], [4.4869, -1.1408, 4.6252], [2.9082, -0.4579, 4.2172], [3.5624, 0.7327, -1.0642], [5.1843, 1.1065, -0.8683], [4.1427, 1.4651, 0.5454]], "lumo_energy_ev": 0.65, "orbital_gap_ev": 10.8, "smiles": "COP(=O)(OC)OC.CO.CO", "e_above_lowest_kcal_mol": 40.5, "spin_multiplicity": 1}



11.
{"formula": "C5H18F3In2Li3O11P", "method": "wB97M-V/def2-TZVPD", "species": ["Li", "Li", "Li", "In", "In", "C", "O", "O", "C", "F", "F", "F", "C", "C", "H", "H", "H", "H", "H", "H", "P", "O", "O", "O", "O", "O", "H", "H", "O", "H", "H", "O", "H", "H", "O", "H", "H", "C", "O", "H", "H", "H", "H"], "positions_angstrom": [[-23.6389, 6.7830, 3.8231], [-22.3066, 3.6420, 5.0150], [-21.6902, 8.3694, 6.6002], [-19.6668, 5.7942, 8.2733], [-24.7681, 5.5319, 7.6505], [-26.4944, 6.2420, 3.8510], [-25.6365, 6.5668, 2.7824], [-25.7267, 6.5008, 4.9369], [-27.9991, 6.8575, 3.7118], [-28.8966, 6.7116, 4.7060], [-27.9855, 8.1669, 3.4651], [-28.6776, 6.2891, 2.7474], [-25.7734, 5.8265, 1.5478], [-24.6187, 6.3368, 0.7330], [-24.8677, 7.2950, 0.2769], [-23.6253, 6.3107, 1.1806], [-24.6212, 5.6657, -0.1259], [-26.7395, 6.0258, 1.0841], [-25.6775, 4.7425, 1.4846], [-26.6609, 5.1648, 3.8564], [-21.9474, 6.0837, 5.6071], [-23.1010, 7.0786, 5.8102], [-20.6016, 6.8731, 5.8299], [-22.2938, 5.5071, 4.2119], [-22.0282, 4.9145, 6.5855], [-23.6142, 9.5256, 6.6774], [-23.7083, 8.8581, 5.9978], [-23.8742, 9.0837, 7.4856], [-20.7965, 4.4158, 2.2871], [-21.3019, 4.1070, 1.5351], [-21.4459, 4.8183, 2.8638], [-19.1149, 8.0063, 3.9130], [-18.9849, 7.2732, 3.3115], [-19.6770, 7.6538, 4.6030], [-20.8444, 9.8078, 5.2479], [-20.3180, 9.3968, 4.5622], [-20.2883, 10.5076, 5.5904], [-22.6761, 9.1850, 2.2487], [-23.1712, 8.8434, 3.5594], [-23.2271, 8.6512, 1.4744], [-22.6716, 10.2608, 2.0735], [-21.6858, 8.7417, 2.3524], [-22.9033, 9.5048, 4.2015]], "lumo_energy_ev": [-18.75, -18.73], "orbital_gap_ev": [2.8, 2.7], "total_charge": 4, "spin_multiplicity": 2}



12.
{"formula": "C5H18F6FeN6O12S2", "method": "wB97M-V/def2-TZVPD", "species": ["Fe", "C", "F", "F", "F", "S", "O", "O", "O", "C", "F", "F", "F", "S", "O", "O", "O", "O", "H", "H", "O", "H", "H", "O", "H", "H", "C", "O", "N", "N", "H", "H", "H", "H", "C", "O", "N", "N", "H", "H", "H", "H", "C", "O", "N", "N", "H", "H", "H", "H"], "positions_angstrom": [[-0.6101, -0.3158, -0.7037], [-1.5693, 4.0973, 0.3738], [-0.3086, 4.4768, 0.6887], [-2.1621, 3.2971, 1.3297], [-2.3609, 5.1249, 0.0861], [-1.4256, 2.9477, -1.2576], [-0.9827, 1.6099, -0.9140], [-2.8060, 2.8111, -1.8298], [-0.4589, 3.7056, -2.0820], [3.2138, 1.4668, 0.4656], [4.2383, 1.6574, 1.3588], [2.7111, 2.5397, -0.0761], [3.7783, 0.5550, -0.4401], [1.8637, 0.5796, 1.4571], [0.9468, 0.1220, 0.3879], [2.6613, -0.4708, 2.1105], [1.3903, 1.5606, 2.4259], [0.1437, -2.0194, -1.2305], [-0.0705, -2.6274, -1.9382], [0.8915, -2.4204, -0.7877], [-2.3882, -1.2669, -0.5285], [-3.2361, -0.8855, -0.3009], [-2.5541, -2.2082, -0.5786], [-1.4790, -0.2467, -2.7421], [-2.1090, -0.8840, -3.0785], [-1.4269, 0.4225, -3.4245], [-1.8056, 0.4190, 2.4573], [-1.3995, 0.3298, 1.3179], [-3.0688, 0.0590, 2.7447], [-1.1256, 0.9739, 3.4552], [-3.6678, -0.3490, 2.0413], [-3.5211, 0.2542, 3.6264], [-0.1185, 1.0006, 3.3847], [-1.5074, 1.2115, 4.3596], [0.2127, -3.2765, 1.7825], [-0.3562, -2.2642, 1.3995], [-0.3260, -4.4615, 1.4516], [1.3789, -3.3115, 2.3251], [-1.2834, -4.6033, 1.1630], [0.1529, -5.3345, 1.6207], [1.9207, -2.4969, 2.5760], [1.9398, -4.1412, 2.1944], [1.8227, 0.2784, -2.9379], [0.9118, 0.2143, -2.1482], [2.8241, -0.5306, -3.0343], [1.6772, 1.1646, -3.8268], [2.7776, -1.3959, -2.5155], [3.5695, -0.3145, -3.6807], [2.2395, 1.1858, -4.6655], [0.8617, 1.7594, -3.8623]], "lumo_energy_ev": [-3.69, -5.70], "orbital_gap_ev": [8.6, 6.5], "total_charge": 1, "spin_multiplicity": 6}